{"formula": "C51H102Br18O11", "method": "ωB97M-V with the def2-TZVPD basis set", "orbital_gap_ev": 9.668, "homo_ev": -9.4525, "species": ["C", "C", "O", "C", "H", "H", "H", "H", "H", "H", "C", "C", "O", "C", "H", "H", "H", "H", "H", "H", "C", "C", "O", "C", "H", "H", "H", "H", "H", "H", "C", "C", "O", "C", "H", "H", "H", "H", "H", "H", "C", "C", "O", "C", "H", "H", "H", "H", "H", "H", "C", "C", "O", "C", "H", "H", "H", "H", "H", "H", "C", "C", "O", "C", "H", "H", "H", "H", "H", "H", "C", "C", "O", "C", "H", "H", "H", "H", "H", "H", "C", "C", "O", "C", "H", "H", "H", "H", "H", "H", "C", "C", "O", "C", "H", "H", "H", "H", "H", "H", "C", "C", "O", "C", "H", "H", "H", "H", "H", "H", "Br", "C", "C", "Br", "H", "H", "H", "H", "Br", "C", "C", "Br", "H", "H", "H", "H", "Br", "C", "C", "Br", "H", "H", "H", "H", "Br", "C", "C", "Br", "H", "H", "H", "H", "Br", "C", "C", "Br", "H", "H", "H", "H", "Br", "C", "C", "Br", "H", "H", "H", "H", "Br", "C", "C", "Br", "H", "H", "H", "H", "Br", "C", "C", "Br", "H", "H", "H", "H", "Br", "C", "C", "Br", "H", "H", "H", "H"], "coordinates": [[3.4667, -0.7763, 3.4147], [4.0530, -1.9838, 3.8929], [4.7707, -2.5850, 3.1454], [3.9546, -2.3513, 5.4071], [2.6437, -0.4005, 4.0580], [3.1656, -0.7693, 2.4264], [4.1588, 0.0266, 3.5112], [4.5699, -3.1910, 5.6949], [2.9370, -2.6239, 5.6732], [4.1861, -1.4515, 6.0158], [-2.7315, 4.4798, -0.7307], [-2.7981, 5.0709, -2.1472], [-1.8571, 5.1089, -2.8916], [-4.1838, 5.5639, -2.5234], [-2.7151, 3.3384, -0.7978], [-3.5696, 4.8097, -0.1361], [-1.7438, 4.7874, -0.2899], [-4.6777, 4.6494, -2.9672], [-4.1245, 6.2951, -3.2916], [-4.6331, 5.9420, -1.6162], [-3.7185, 1.6206, 1.3542], [-4.7741, 0.7670, 2.0216], [-4.7094, -0.4255, 1.9932], [-5.8638, 1.4833, 2.7719], [-4.2397, 2.1797, 0.5761], [-3.0948, 0.8731, 0.9088], [-3.1909, 2.2927, 2.0559], [-5.5073, 2.0126, 3.6163], [-6.6208, 0.7899, 3.0503], [-6.2962, 2.0703, 1.8889], [4.1439, 3.2019, 3.4511], [4.3527, 3.4823, 2.0373], [4.0299, 2.6768, 1.2071], [4.9492, 4.7657, 1.6138], [4.5185, 3.8961, 4.1663], [4.7207, 2.2497, 3.6098], [3.0032, 2.9857, 3.5936], [5.8670, 4.9952, 2.1921], [4.1641, 5.4792, 1.9246], [5.0992, 4.9154, 0.5544], [0.7352, 6.6078, 0.7714], [0.7657, 5.1838, 0.3079], [0.3152, 4.3143, 1.0190], [1.1563, 4.8607, -1.0774], [0.9093, 7.2832, -0.0618], [1.4309, 6.7912, 1.5813], [-0.1931, 6.8721, 1.2359], [0.9186, 3.7799, -1.2117], [2.2180, 4.9859, -1.1821], [0.6128, 5.5559, -1.7995], [5.7809, 2.7799, -1.8510], [5.4286, 4.2094, -2.1585], [5.9531, 5.1009, -1.5312], [4.4223, 4.5460, -3.2205], [6.2625, 2.2358, -2.7074], [4.8982, 2.1890, -1.6556], [6.5051, 2.6613, -1.0325], [3.4763, 4.2983, -2.7664], [4.3827, 4.0218, -4.1660], [4.3267, 5.6251, -3.4394], [3.5175, -3.6282, 0.4837], [2.0831, -3.9591, 0.5719], [1.3798, -4.3045, -0.3499], [1.3592, -3.8394, 1.9489], [4.0252, -4.5209, 0.9473], [3.8687, -2.8402, 1.0869], [3.8654, -3.5282, -0.5376], [1.9361, -4.1106, 2.8218], [0.5533, -4.5618, 1.9094], [0.9538, -2.8471, 2.1433], [-3.1126, -2.2923, 4.5227], [-2.6325, -3.6966, 4.3600], [-1.7462, -3.9669, 3.5398], [-3.3212, -4.7206, 5.2399], [-4.0164, -2.1891, 5.1671], [-3.3057, -1.8479, 3.5449], [-2.2721, -1.6845, 4.9699], [-4.4078, -4.7022, 5.1659], [-2.8474, -4.6468, 6.2036], [-3.0572, -5.7526, 4.8611], [0.3900, -1.0945, -6.6969], [-1.1188, -1.4235, -6.5375], [-1.9597, -0.6664, -7.0511], [-1.5017, -2.6092, -5.7014], [1.0377, -1.7837, -6.2511], [0.4534, -0.1191, -6.2315], [0.5394, -1.0817, -7.7698], [-2.5421, -2.6556, -5.6372], [-1.0925, -2.4452, -4.6913], [-0.9957, -3.5398, -6.0917], [-5.1306, -2.4375, -4.2012], [-4.9854, -3.9659, -3.9048], [-4.5727, -4.3469, -2.8400], [-5.2981, -4.9301, -5.0026], [-4.6856, -1.8595, -3.3823], [-6.1962, -2.2234, -4.2400], [-4.7833, -2.2053, -5.1962], [-5.3517, -5.9595, -4.7046], [-4.5641, -4.8524, -5.8108], [-6.2846, -4.5924, -5.4723], [-0.8675, 1.2227, 7.8835], [0.3211, 1.7920, 7.1390], [0.7813, 2.9096, 7.2843], [1.1982, 0.6733, 6.4596], [-1.7021, 1.1970, 7.1927], [-1.0961, 1.8119, 8.7182], [-0.6088, 0.2176, 8.1474], [1.6414, -0.0090, 7.2318], [1.9817, 1.1461, 5.8649], [0.5993, 0.0560, 5.8065], [2.6896, -3.3233, -4.4864], [3.5841, -5.0791, -4.1501], [2.5961, -5.9913, -3.3960], [3.5110, -7.7488, -2.9774], [4.4816, -4.7794, -3.5827], [3.9020, -5.5283, -5.1256], [1.6794, -6.2777, -3.8913], [2.4641, -5.5963, -2.4045], [-5.3939, -4.4281, 1.3878], [-6.7136, -3.0152, 0.9863], [-6.1777, -2.1869, -0.1513], [-7.4805, -0.7140, -0.6104], [-6.8830, -2.4217, 1.8460], [-7.5816, -3.6550, 0.7987], [-6.1065, -2.7892, -1.0868], [-5.2388, -1.7254, 0.1509], [5.8769, -1.3103, -1.9984], [5.8002, -0.8190, -3.9221], [4.5323, -0.0497, -4.1720], [4.3917, 0.2096, -6.0646], [5.7482, -1.7767, -4.3779], [6.7277, -0.3082, -4.1533], [4.6167, 0.9275, -3.6695], [3.6448, -0.6109, -3.9207], [-3.5969, 1.0567, -2.6462], [-2.7672, 1.4139, -4.4171], [-3.2816, 2.7586, -4.9372], [-5.1945, 2.6877, -5.1892], [-3.0329, 0.6704, -5.1323], [-1.6720, 1.4197, -4.3168], [-2.8427, 3.0281, -5.8487], [-3.0789, 3.5303, -4.1901], [-1.0314, -6.7258, -1.5770], [-1.2811, -4.7796, -1.6768], [-1.9913, -4.2031, -0.4915], [-2.3946, -2.2803, -0.6654], [-1.9475, -4.7141, -2.5449], [-0.3177, -4.3454, -1.8143], [-1.4879, -4.1663, 0.4832], [-2.9465, -4.6366, -0.2838], [0.7173, -0.5088, -2.0576], [0.7590, -0.6136, -0.0983], [0.2177, 0.7441, 0.4579], [0.0808, 0.6250, 2.4489], [1.8736, -0.7572, 0.1392], [0.2544, -1.5200, 0.2963], [-0.8111, 0.8402, 0.1158], [0.8366, 1.5812, 0.1836], [-0.6488, -3.0043, 7.0724], [0.7327, -4.3604, 6.8422], [1.0563, -4.5553, 5.3440], [2.5162, -5.8381, 5.2329], [0.3317, -5.2516, 7.2454], [1.6018, -3.9419, 7.3474], [1.2956, -3.5818, 4.8751], [0.1929, -5.0087, 4.9194], [-0.1385, 2.6106, -7.7393], [1.7286, 2.5667, -7.3367], [2.1216, 3.1807, -6.0338], [1.2985, 2.2757, -4.5346], [2.2782, 2.9082, -8.2259], [2.0214, 1.4962, -7.4959], [1.7897, 4.2035, -5.9537], [3.2030, 3.1770, -5.9451], [-1.6686, 3.2198, 4.9239], [-0.5623, 4.8780, 5.2982], [0.6412, 4.7778, 4.4403], [1.7974, 6.3552, 4.5350], [-0.2691, 4.8594, 6.3721], [-1.2274, 5.6769, 4.9454], [0.4554, 4.5679, 3.3655], [1.2789, 3.9414, 4.8351]], "mulliken_charge": [0.113, 0.930, -0.597, -0.848, -0.151, -0.212, 0.135, 0.304, -0.088, 0.381, 0.120, 0.730, -0.558, -1.162, -0.374, 0.581, -0.441, 0.193, 0.370, 0.438, 0.026, 0.456, -0.366, -1.343, 0.220, -0.360, 0.328, 0.350, 0.342, 0.348, -0.496, 0.659, -0.417, -0.795, 0.435, 0.229, -0.162, 0.398, 0.223, -0.049, -1.414, 0.781, -0.168, -0.752, 0.429, 0.173, 0.355, -0.003, 0.379, 0.265, -0.807, 0.841, -0.621, -0.509, 0.388, 0.094, 0.305, -0.239, 0.188, 0.378, -0.963, 0.337, -0.328, -0.298, 0.390, 0.126, 0.094, 0.099, 0.358, 0.133, -0.086, 0.680, -0.487, -1.180, 0.353, -0.203, -0.115, 0.442, 0.254, 0.293, -0.006, 0.480, -0.625, -0.348, -0.098, -0.262, 0.406, -0.071, 0.099, 0.368, -1.045, 0.987, -0.526, -1.318, -0.044, 0.460, 0.487, 0.366, 0.279, 0.345, -1.079, 0.707, -0.613, -0.480, 0.194, 0.399, 0.324, 0.405, 0.082, 0.053, -0.088, -0.527, -0.269, -0.192, 0.359, 0.423, 0.405, -0.106, -0.166, -0.552, 0.040, -0.225, 0.368, 0.446, 0.291, -0.295, -0.197, -0.743, 0.494, -0.146, 0.509, 0.430, -0.240, -0.163, 0.087, -0.390, -0.054, -0.155, 0.342, 0.011, 0.427, -0.370, -0.222, -0.222, -0.286, 0.002, 0.193, 0.235, 0.072, 0.287, 0.258, -0.236, -0.278, 0.184, 0.237, -0.257, 0.036, 0.283, -0.186, -0.712, -0.452, -0.125, 0.533, 0.427, 0.031, 0.560, -0.136, -0.665, -0.457, 0.055, 0.492, 0.056, 0.483, 0.225, -0.199, -0.601, 0.519, -0.210, 0.388, 0.490, -0.206, -0.127]}

***

{"formula": "CHClF2O", "method": "ωB97M-V with the def2-TZVPD basis set", "smiles": "OC(F)(F)Cl", "orbital_gap_ev": 11.288, "homo_ev": -10.9832, "species": ["O", "C", "F", "F", "Cl", "H"], "coordinates": [[-1.0537, -0.2320, 0.5422], [0.0411, 0.3133, 0.0845], [0.6682, 1.2374, 0.7014], [-0.0514, 0.7398, -1.1735], [1.6144, -1.1093, 0.0242], [-1.2187, -0.9492, -0.1788]], "mulliken_charge": [-0.370, 0.611, -0.151, -0.185, -0.310, 0.404]}